12
Properties=species:S:1:pos:R:3:forces:R:3 method="wB97M-V/def2-TZVPD" lumo_energy_ev=0.2 smiles="CNC(=S)C(F)F" mol_weight_g_mol=125.14 max_force_ha_per_bohr=0.1079 charge=0 de_lowest_ev=0.593 homo_ev=-8.84
S -2.396 1.271 -0.041 -0.60 -0.19 0.29
F -0.588 -1.718 -0.962 -0.71 0.03 -0.75
F -0.088 -1.508 1.075 -0.72 -0.09 0.88
N 0.160 1.049 -0.255 0.17 -0.75 1.90
C 1.435 0.365 -0.069 2.03 3.93 -3.35
C -1.055 -1.130 0.166 2.33 0.87 0.09
C -0.996 0.428 0.002 -1.20 -0.03 -0.57
H 1.622 -0.039 -1.086 0.81 0.21 0.64
H 0.130 2.070 -0.141 -0.06 -0.86 -0.29
H 2.216 1.164 0.242 -1.17 -1.33 -0.91
H 1.554 -0.400 0.580 -0.50 -2.06 2.26
H -1.995 -1.551 0.489 -0.38 0.28 -0.19

11
Properties=species:S:1:pos:R:3:forces:R:3 method="wB97M-V/def2-TZVPD" lumo_energy_ev=0.9 smiles="C=C(F)/C=N/N" mol_weight_g_mol=88.08 max_force_ha_per_bohr=0.0413 charge=0 de_lowest_ev=1.391 homo_ev=-9.02
F 0.095 -1.139 1.355 -0.30 0.13 -0.63
N 1.505 1.813 -1.043 -1.53 -1.45 -0.29
N 1.032 0.739 -0.293 1.99 0.47 0.14
C -1.878 -1.279 0.157 0.06 -1.66 0.99
C -0.135 0.343 -0.485 -1.29 0.98 -0.64
C -0.689 -0.747 0.318 0.44 0.42 0.35
H 0.781 2.492 -1.177 -0.43 0.49 -0.34
H -2.493 -1.046 -0.673 -0.46 0.34 -0.51
H -2.145 -2.122 0.820 -0.07 0.72 -0.45
H -0.792 0.936 -1.185 0.20 -0.98 0.54
H 2.253 2.229 -0.574 1.37 0.54 0.85

13
Properties=species:S:1:pos:R:3:forces:R:3 method="wB97M-V/def2-TZVPD" lumo_energy_ev=0.2 mol_weight_g_mol=120.08 max_force_ha_per_bohr=0.0412 charge=0 de_lowest_ev=5.327 homo_ev=-10.33
F 2.198 -1.152 -0.879 -0.19 0.24 0.49
O 0.146 1.221 -0.420 -0.42 1.27 -0.27
O 1.075 1.910 -2.237 -0.53 -0.93 1.52
N 0.994 0.990 -1.495 0.61 1.26 -1.59
N 0.924 -1.595 -1.187 -0.04 -1.78 -0.62
C 0.073 0.073 0.431 0.52 -0.49 0.22
C -0.010 -1.113 -0.501 0.15 0.62 0.68
C -1.135 0.248 1.336 0.31 -0.02 -0.24
H -1.177 1.282 1.670 0.01 0.02 0.10
H -1.050 -0.404 2.203 -0.03 -0.03 0.00
H -2.054 0.022 0.804 -0.14 0.00 -0.06
H -0.985 -1.515 -0.740 -0.04 -0.11 -0.16
H 1.001 0.032 1.016 -0.21 -0.05 -0.08

12
Properties=species:S:1:pos:R:3:forces:R:3 method="wB97M-V/def2-TZVPD" lumo_energy_ev=0.5 mol_weight_g_mol=120.15 max_force_ha_per_bohr=0.0623 charge=0 de_lowest_ev=3.636 homo_ev=-9.67
S 1.706 1.613 -0.790 -2.04 0.71 -0.03
F 3.037 -0.628 0.396 -0.38 -0.32 0.39
N 3.879 0.429 -0.052 0.14 0.92 -1.33
N 3.253 1.298 -0.641 2.58 -1.12 1.53
C 0.454 0.498 1.407 0.81 0.70 0.25
C -0.201 -0.181 -0.967 -0.25 -0.96 -0.24
C 0.609 0.469 0.098 0.08 0.68 -0.14
H -1.082 -0.806 -0.585 1.42 0.77 -0.63
H 0.564 -0.735 -1.596 -1.37 0.15 0.52
H -0.564 0.660 -1.592 -0.17 -0.68 0.07
H 1.028 1.111 2.108 0.11 -0.09 -0.61
H -0.244 -0.118 1.903 -0.93 -0.76 0.22

13
Properties=species:S:1:pos:R:3:forces:R:3 method="wB97M-V/def2-TZVPD" lumo_energy_ev=0.2 smiles="C=C(F)/C(=N/S)NS" mol_weight_g_mol=152.22 max_force_ha_per_bohr=0.0527 charge=0 de_lowest_ev=1.795 homo_ev=-8.63
S -1.508 2.078 -0.507 0.07 -0.29 0.37
S -2.307 -1.429 -0.051 1.26 0.44 -0.03
F 1.995 1.100 0.138 0.79 0.38 -0.09
N -0.622 1.049 0.578 0.60 1.42 0.47
N -0.637 -1.133 -0.256 -0.44 -0.31 -0.59
C 1.467 -0.102 -0.099 -0.03 -0.86 -0.71
C 2.129 -1.190 -0.479 2.38 1.29 0.16
C 0.007 -0.062 0.006 -1.82 -1.29 0.89
H 3.240 -1.221 -0.703 -1.59 0.29 0.50
H -2.639 -0.423 0.776 -0.07 0.14 0.06
H 0.032 1.601 1.163 -0.77 -0.36 -0.71
H -2.754 1.827 -0.045 0.26 -0.01 -0.04
H 1.596 -2.094 -0.523 -0.64 -0.84 -0.28

12
Properties=species:S:1:pos:R:3:forces:R:3 method="wB97M-V/def2-TZVPD" lumo_energy_ev="-5.3 / -5.2" mol_weight_g_mol=102.09 max_force_ha_per_bohr=0.0943 charge=+1 de_lowest_ev=3.866 homo_ev="-14.27 / -13.11"
F -2.575 -0.431 -0.039 0.55 0.21 0.11
N -0.383 -1.083 -0.189 -3.15 -0.64 -0.24
N 1.287 0.420 -0.110 0.59 -0.08 -1.62
N -0.896 1.143 0.188 -0.71 2.17 -1.31
C 0.833 -0.842 -0.407 4.85 0.06 -0.13
C -1.339 -0.109 0.276 1.74 -0.29 2.46
C 0.303 1.438 -0.096 0.49 0.46 0.61
H 2.152 0.788 -0.559 -0.50 -1.19 0.74
H -0.962 -0.190 2.387 -0.46 -0.17 -1.44
H 0.769 2.458 -0.286 -1.29 -1.19 0.46
H 1.647 -1.664 -0.709 -2.26 1.87 0.48
H -0.836 -1.929 -0.455 0.16 -1.20 -0.14

15
Properties=species:S:1:pos:R:3:forces:R:3 method="wB97M-V/def2-TZVPD" lumo_energy_ev=3.9 mol_weight_g_mol=170.14 max_force_ha_per_bohr=0.0389 charge=-1 de_lowest_ev=0.000 homo_ev=-4.57
S 0.467 -0.580 1.839 0.49 -0.01 1.30
F -0.626 -0.283 -2.776 0.20 -0.26 -0.02
O -0.858 -0.026 2.020 0.09 -0.12 -0.16
O 0.476 -1.353 -0.732 0.17 -1.52 -0.67
O 0.611 -1.983 2.125 -0.09 -0.04 -0.33
O 1.549 0.254 2.358 -0.12 0.08 -0.12
N 0.885 -0.407 0.053 0.56 0.10 0.99
C -1.325 -0.158 -1.628 -0.57 1.92 0.03
C -1.026 0.738 -0.675 -0.13 -0.37 -0.56
C 0.402 0.970 -0.361 -0.22 0.40 -0.32
H 0.991 1.263 -1.235 0.04 -0.09 0.13
H -2.320 -0.564 -1.753 0.01 -0.31 0.12
H -1.721 0.885 0.132 -0.22 -0.11 -0.05
H 0.582 1.626 0.489 -0.06 0.16 -0.21
H 1.912 -0.382 0.144 -0.16 0.16 -0.14

10
Properties=species:S:1:pos:R:3:forces:R:3 method="wB97M-V/def2-TZVPD" lumo_energy_ev=0.7 mol_weight_g_mol=76.07 max_force_ha_per_bohr=0.1137 charge=0 de_lowest_ev=3.133 homo_ev=-9.39
F -0.339 1.036 1.471 1.60 -0.04 -0.96
O -1.379 -1.736 0.368 0.95 -1.28 0.17
C -1.053 -0.674 -0.410 5.76 0.65 -0.80
C 0.413 0.586 0.369 -5.11 -2.65 0.17
C 1.523 1.125 -0.028 -0.14 0.00 -0.46
H 2.017 0.872 -0.935 0.15 -0.58 -0.47
H -0.711 -2.473 0.466 -0.81 1.54 -0.61
H 1.869 1.985 0.449 0.70 1.23 1.01
H -1.780 0.039 -0.268 -1.65 1.54 -0.25
H -0.562 -0.759 -1.483 -1.46 -0.41 2.20

10
Properties=species:S:1:pos:R:3:forces:R:3 method="wB97M-V/def2-TZVPD" lumo_energy_ev=0.8 mol_weight_g_mol=76.07 max_force_ha_per_bohr=0.0856 charge=0 de_lowest_ev=3.328 homo_ev=-9.35
F 1.314 -1.327 0.258 0.27 0.21 -0.15
O 1.211 0.714 -0.853 0.35 -0.35 -1.02
C 1.039 1.100 0.514 -0.09 0.10 0.80
C 0.654 -0.189 -0.020 -4.10 -1.22 -0.31
C -1.483 -0.798 -0.391 4.15 1.25 0.75
H 0.286 1.854 0.686 -0.06 0.11 0.07
H -1.989 -0.197 0.340 -0.28 0.08 0.18
H -1.413 -1.851 -0.196 -0.09 -0.23 0.02
H 1.964 1.186 1.073 0.01 0.02 0.02
H -1.583 -0.492 -1.412 -0.16 0.03 -0.35

12
Properties=species:S:1:pos:R:3:forces:R:3 method="wB97M-V/def2-TZVPD" lumo_energy_ev=0.6 smiles="C[C@@]1(F)CS1(=O)=O" mol_weight_g_mol=124.14 max_force_ha_per_bohr=0.0827 charge=0 de_lowest_ev=2.657 homo_ev=-10.26
S -1.543 0.306 0.049 0.69 1.44 0.63
F -0.062 -1.886 -0.514 0.11 0.52 0.62
O -1.568 1.742 -0.216 0.21 -1.28 -0.21
O -2.776 -0.434 0.043 0.69 -0.26 0.14
C 0.057 -0.559 -0.216 -1.19 1.00 -0.74
C -0.274 -0.016 1.273 0.90 -1.02 -1.33
C 1.257 0.085 -0.932 -1.37 0.71 3.96
H 1.554 -0.500 -1.703 0.92 -1.63 -2.45
H 1.176 1.131 -1.168 -0.56 0.30 -0.28
H -0.217 -0.721 2.106 -0.59 0.06 -0.30
H 1.953 0.049 -0.093 0.84 -0.07 -0.41
H 0.442 0.803 1.371 -0.64 0.22 0.36

12
Properties=species:S:1:pos:R:3:forces:R:3 method="wB97M-V/def2-TZVPD" lumo_energy_ev=-1.7 mol_weight_g_mol=124.14 max_force_ha_per_bohr=0.0753 charge=0 de_lowest_ev=4.258 homo_ev=-8.76
S 0.112 1.700 -0.540 -2.62 -0.53 -0.18
F -2.314 0.225 1.066 -0.26 -0.35 0.23
O 1.093 0.466 -0.441 1.28 -0.87 1.46
O -1.455 -1.716 -0.946 -0.13 -0.22 0.39
C -2.262 0.426 -0.230 0.43 3.83 -0.36
C -1.878 -0.609 -1.162 0.62 0.60 -0.18
C 1.675 0.207 0.922 1.15 1.95 -1.47
H -2.900 1.372 -0.605 1.45 -2.46 0.86
H -1.882 -0.136 -2.138 -0.14 -0.18 -0.94
H 1.420 1.110 1.572 0.14 -1.85 -0.49
H 2.769 0.100 0.789 -0.22 1.05 -0.27
H 1.532 -0.808 1.162 -1.69 -0.97 0.94

12
Properties=species:S:1:pos:R:3:forces:R:3 method="wB97M-V/def2-TZVPD" lumo_energy_ev="0.5 / -4.0" spin_multiplicity=3 mol_weight_g_mol=108.07 s2=2.01 max_force_ha_per_bohr=0.2141 charge=0 de_lowest_ev=0.261 homo_ev="-5.95 / -10.60"
F 0.099 1.379 1.139 -0.30 0.73 0.35
O 1.405 1.067 -1.141 -1.96 0.86 -1.24
O -1.335 -0.192 -1.179 -1.66 1.77 -8.92
O -2.025 -0.869 0.870 -4.72 -0.28 -1.60
C 0.174 0.066 0.704 0.71 -0.60 0.34
C -1.136 -0.378 -0.038 4.35 -1.68 9.97
C 1.380 -0.002 -0.249 -2.16 -0.72 -1.42
H 0.335 -0.527 1.691 -0.79 0.43 -1.85
H 2.319 0.079 0.178 1.64 -0.35 1.63
H 0.486 1.171 -1.524 1.53 -0.03 0.40
H 1.269 -0.942 -0.815 0.34 -0.05 0.34
H -2.971 -0.852 0.364 3.03 -0.08 1.99